1.
{
  "formula": "C3H6O2",
  "method": "ωB97M-V/def2-TZVPD",
  "symbols": ["H", "H", "H", "H", "C", "O", "C", "H", "H", "O", "C"],
  "xyz": [[-1.865, 1.399, -0.334], [0.293, -2.553, -0.818], [1.371, -1.283, -1.422], [-0.421, 2.513, -0.131], [-0.097, 0.448, 0.403], [-0.352, -0.680, -0.346], [0.734, -1.583, -0.572], [1.367, -1.686, 0.315], [0.901, 0.478, 0.824], [-0.944, 1.154, 1.502], [-0.920, 1.602, 0.171]],
  "homo_energy_ev": -9.77,
  "smiles": "CO[C@H]1CO1",
  "homo_lumo_gap_ha": 0.3955,
  "lumo_energy_ev": 0.99
}

=====

2.
{
  "formula": "C3H6O2",
  "method": "ωB97M-V/def2-TZVPD",
  "symbols": ["O", "O", "H", "H", "C", "C", "C", "H", "H", "H", "H"],
  "xyz": [[0.914, -0.115, -1.242], [-1.103, 0.139, 1.418], [-0.801, -1.344, -1.069], [-0.726, 1.123, -0.933], [0.142, -1.131, -0.545], [0.235, 0.878, -0.453], [0.022, -0.136, 0.630], [-1.044, 1.105, 1.495], [0.927, -0.272, 1.239], [0.724, 1.809, -0.142], [0.710, -2.055, -0.399]],
  "homo_energy_ev": -9.98,
  "homo_lumo_gap_ha": 0.3973,
  "lumo_energy_ev": 0.83
}

=====

3.
{
  "formula": "C3H6O2",
  "method": "ωB97M-V/def2-TZVPD",
  "symbols": ["H", "H", "H", "C", "H", "H", "C", "C", "H", "O", "O"],
  "xyz": [[1.513, -0.822, -0.957], [-1.294, -1.283, 0.255], [2.425, -0.314, 0.659], [-0.997, -0.314, -0.144], [-1.947, 1.311, -0.473], [0.273, 0.311, 1.545], [1.591, -0.186, -0.050], [0.323, 0.139, 0.491], [-0.901, -0.502, -1.257], [-2.086, 0.517, 0.121], [1.100, 1.142, -0.190]],
  "homo_energy_ev": -10.29,
  "smiles": "OC[C@H]1CO1",
  "homo_lumo_gap_ha": 0.4160,
  "lumo_energy_ev": 1.03
}

=====

4.
{
  "formula": "C3H6O2",
  "method": "ωB97M-V/def2-TZVPD",
  "symbols": ["C", "C", "H", "C", "H", "O", "O", "H", "H", "H", "H"],
  "xyz": [[1.343, -1.569, -0.074], [-1.449, 1.196, 0.612], [1.688, -0.369, -1.823], [1.194, -0.511, -0.862], [0.828, -1.633, 0.878], [-0.717, 0.064, 0.199], [0.364, 0.552, -0.620], [-1.654, 1.868, -0.232], [-0.948, 1.736, 1.428], [-2.386, 0.768, 0.982], [1.960, -2.405, -0.376]],
  "homo_energy_ev": -8.97,
  "smiles": "C=COOC",
  "homo_lumo_gap_ha": 0.3714,
  "lumo_energy_ev": 1.14
}

=====

5.
{
  "formula": "C3H6O2",
  "method": "ωB97M-V/def2-TZVPD",
  "symbols": ["O", "H", "C", "O", "H", "H", "H", "C", "C", "H", "H"],
  "xyz": [[1.517, -0.758, 0.815], [-0.289, -0.521, -1.794], [0.154, -0.418, 0.817], [-1.373, 0.641, -0.645], [1.812, -0.857, -0.097], [0.652, 1.152, -0.666], [-0.519, -1.193, 0.384], [-0.142, 0.904, 0.057], [-1.377, -0.371, -1.470], [-0.332, 1.746, 0.728], [-0.103, -0.324, 1.870]],
  "homo_energy_ev": -8.86,
  "homo_lumo_gap_ha": 0.3377,
  "lumo_energy_ev": 0.33
}

=====

6.
{
  "formula": "C3H6O2",
  "method": "ωB97M-V/def2-TZVPD",
  "symbols": ["O", "H", "H", "O", "H", "C", "H", "C", "H", "C", "H"],
  "xyz": [[1.340, -1.114, 0.112], [1.835, 0.885, 0.457], [0.621, 0.188, 1.570], [-2.102, -0.459, -0.980], [-0.430, 1.672, -0.115], [-1.368, -0.157, 0.069], [1.959, -1.479, 0.755], [-0.165, 0.631, -0.357], [0.099, 0.576, -1.424], [0.985, 0.192, 0.532], [-2.847, -0.945, -0.599]],
  "homo_energy_ev": -8.51,
  "homo_lumo_gap_ha": 0.3492,
  "lumo_energy_ev": 0.99
}

=====

7.
{
  "formula": "C3H6O2",
  "method": "ωB97M-V/def2-TZVPD",
  "symbols": ["H", "C", "C", "H", "O", "H", "H", "C", "H", "H", "O"],
  "xyz": [[-1.761, -1.230, 0.472], [0.909, -0.581, 0.082], [0.446, 0.559, 0.961], [0.981, 1.951, -0.038], [-0.849, 0.577, 0.802], [-2.017, -0.002, -0.837], [0.855, 1.848, -0.777], [-1.300, -0.447, -0.145], [1.817, -0.402, -0.498], [1.087, -1.410, 0.787], [-0.167, -0.862, -0.809]],
  "homo_energy_ev": -9.05,
  "homo_lumo_gap_ha": 0.3623,
  "lumo_energy_ev": 0.81
}

=====

8.
{
  "formula": "C3H6O2",
  "method": "ωB97M-V/def2-TZVPD",
  "symbols": ["H", "H", "O", "C", "C", "H", "C", "H", "O", "H", "H"],
  "xyz": [[-1.706, 0.154, -3.327], [-2.132, 0.289, -1.481], [-0.213, 0.276, -1.911], [0.777, -0.045, 1.049], [1.515, -0.883, 1.885], [2.471, -1.304, 1.591], [-1.365, 0.318, -2.259], [1.177, 0.433, 0.154], [-0.474, 0.180, 1.289], [1.097, -1.220, 2.835], [-0.819, 1.096, 1.227]],
  "homo_energy_ev": [-13.98, -13.97],
  "homo_lumo_gap_ha": [0.3303, 0.1927],
  "total_charge": 1,
  "lumo_energy_ev": [-4.99, -8.72],
  "multiplicity": 2
}

=====

9.
{
  "formula": "C3H6O2",
  "method": "ωB97M-V/def2-TZVPD",
  "symbols": ["H", "O", "H", "H", "C", "H", "H", "C", "O", "C", "H"],
  "xyz": [[0.025, -2.179, -0.657], [1.640, 0.915, 2.489], [-0.630, 0.944, 1.508], [-1.285, 0.509, -1.574], [-0.631, -0.346, -1.645], [0.106, -0.309, -2.442], [-1.434, -1.412, 0.097], [1.246, 1.022, 1.388], [-0.022, 1.578, 1.098], [-0.709, -1.379, -0.711], [1.693, 0.656, 0.448]],
  "homo_energy_ev": [-15.21, -14.95],
  "homo_lumo_gap_ha": [0.3207, 0.1648],
  "total_charge": 1,
  "lumo_energy_ev": [-6.49, -10.46],
  "multiplicity": 2
}

=====

10.
{
  "formula": "C3H6O2S",
  "method": "ωB97M-V/def2-TZVPD",
  "symbols": ["C", "H", "C", "S", "O", "H", "C", "H", "H", "H", "H", "O"],
  "xyz": [[0.695, -0.658, -0.215], [-0.090, -0.075, -2.331], [-0.728, -0.636, 0.223], [1.071, 0.252, -1.702], [-1.592, 0.060, -0.594], [0.938, 1.789, 0.349], [0.267, 0.143, 0.996], [0.645, -0.265, 1.918], [-1.651, 0.937, -0.157], [1.348, -1.514, -0.068], [-1.124, -1.561, 0.640], [0.220, 1.528, 0.941]],
  "homo_energy_ev": -9.14,
  "smiles": "O[C@@H]1[C@H](O)[C@@H]1S",
  "homo_lumo_gap_ha": 0.3619,
  "lumo_energy_ev": 0.70
}

=====

11.
{
  "formula": "C3H6O2S",
  "method": "ωB97M-V/def2-TZVPD",
  "symbols": ["S", "O", "H", "H", "C", "H", "C", "H", "H", "H", "O", "C"],
  "xyz": [[-0.532, 2.161, -0.456], [-1.990, -0.036, -0.807], [1.710, -0.844, -0.795], [0.932, 1.162, 1.739], [0.810, -1.518, -0.272], [-0.353, -0.706, 1.205], [-1.007, 0.515, -0.475], [0.994, -2.334, 0.588], [0.031, -1.847, -0.995], [-1.656, 2.906, -0.802], [1.038, 0.767, 0.693], [0.023, -0.225, 0.377]],
  "homo_energy_ev": -9.52,
  "smiles": "C[C@@H](O)C(=O)S",
  "homo_lumo_gap_ha": 0.3628,
  "lumo_energy_ev": 0.35
}

=====

12.
{
  "formula": "C3H6O2S",
  "method": "ωB97M-V/def2-TZVPD",
  "symbols": ["O", "C", "O", "H", "H", "H", "C", "H", "H", "S", "H", "C"],
  "xyz": [[-0.412, 1.583, -1.498], [0.766, 1.057, -1.122], [-0.754, -0.069, 1.283], [-0.780, 2.130, -0.793], [1.213, 0.424, -1.871], [-1.644, -1.915, 0.778], [0.170, -0.681, 0.455], [1.412, 1.597, -0.447], [1.633, -0.863, 2.197], [1.451, -1.675, 1.151], [-1.813, -0.582, -0.477], [-1.243, -1.006, 0.343]],
  "homo_energy_ev": [-7.42, -7.42],
  "homo_lumo_gap_ha": [0.2967, 0.2967],
  "lumo_energy_ev": [0.65, 0.65]
}

=====

13.
{
  "formula": "C3H6O2S",
  "method": "ωB97M-V/def2-TZVPD",
  "symbols": ["O", "H", "C", "H", "H", "H", "O", "S", "H", "C", "H", "C"],
  "xyz": [[-2.707, 0.391, -1.093], [-0.805, -2.171, -0.418], [0.900, -0.322, 0.194], [0.850, -0.681, -1.002], [2.077, 1.413, -0.308], [1.693, -0.855, 0.662], [-1.001, -1.766, 0.475], [-3.250, 0.377, 0.279], [0.335, 1.400, -0.714], [1.121, 1.181, 0.020], [1.088, 1.807, 1.010], [-0.302, -0.774, 0.896]],
  "homo_energy_ev": [-8.16, -8.10],
  "homo_lumo_gap_ha": [0.2529, 0.2513],
  "lumo_energy_ev": [-1.28, -1.26]
}

=====

14.
{
  "formula": "C3H6O2S2",
  "method": "ωB97M-V/def2-TZVPD",
  "symbols": ["S", "H", "O", "S", "C", "C", "H", "H", "H", "H", "H", "C", "O"],
  "xyz": [[-3.742, -0.842, 0.568], [0.402, 0.833, 1.346], [2.874, 0.128, 0.837], [-2.228, 0.491, -0.005], [0.574, 0.580, 0.378], [1.858, -0.122, 0.002], [-0.448, 0.103, -1.450], [0.333, 1.574, -0.008], [-4.028, -0.931, -0.720], [-0.677, -1.266, -0.218], [3.658, 0.594, 0.445], [-0.574, -0.110, -0.361], [1.998, -1.032, -0.814]],
  "homo_energy_ev": -9.12,
  "smiles": "O=C(O)CCSS",
  "homo_lumo_gap_ha": 0.3424,
  "lumo_energy_ev": 0.20
}

=====

15.
{
  "formula": "C3H6O3",
  "method": "ωB97M-V/def2-TZVPD",
  "symbols": ["C", "O", "H", "O", "H", "H", "O", "C", "H", "C", "H", "H"],
  "xyz": [[1.104, 0.020, -1.254], [-0.427, 1.338, 1.736], [0.273, 0.064, -1.952], [-0.731, 1.784, 0.392], [-2.916, -0.815, 1.539], [1.439, -0.510, 0.845], [-2.555, -0.940, 0.659], [0.614, -0.411, 0.130], [0.114, -1.383, 0.060], [-0.321, 0.563, 0.672], [1.578, 0.998, -1.209], [1.828, -0.707, -1.617]],
  "homo_energy_ev": [-8.46, -8.46],
  "homo_lumo_gap_ha": [0.2680, 0.2681],
  "lumo_energy_ev": [-1.17, -1.17]
}

=====

16.
{
  "formula": "C3H6O3",
  "method": "ωB97M-V/def2-TZVPD",
  "symbols": ["O", "H", "H", "C", "O", "C", "O", "C", "H", "H", "H", "H"],
  "xyz": [[1.002, 0.630, -0.853], [-1.684, -1.114, 0.930], [-2.189, -2.262, -0.502], [0.067, 0.033, -0.140], [0.056, -0.058, 1.074], [2.022, 1.243, 0.058], [-0.850, -0.670, -0.775], [-1.903, -1.221, -0.107], [-2.864, -0.644, -0.284], [1.469, 2.232, 0.467], [2.138, 0.341, 0.862], [2.735, 1.491, -0.729]],
  "homo_energy_ev": -10.68,
  "smiles": "COC(=O)OC",
  "homo_lumo_gap_ha": 0.4245,
  "lumo_energy_ev": 0.87
}

=====

17.
{
  "formula": "C3H6O3S",
  "method": "ωB97M-V/def2-TZVPD",
  "symbols": ["H", "H", "H", "C", "H", "C", "S", "H", "O", "H", "O", "C", "O"],
  "xyz": [[1.122, 0.233, 0.766], [-1.482, -2.112, 1.369], [2.023, 1.694, 0.577], [2.017, 0.744, 0.306], [-3.797, -1.367, 0.910], [-2.953, -0.765, 0.539], [1.514, 0.841, -1.592], [-3.129, 0.177, -0.035], [2.038, -0.202, -2.401], [3.074, 0.314, 0.251], [-0.599, -0.581, 0.484], [-1.608, -1.203, 0.759], [1.778, 2.227, -1.934]],
  "homo_energy_ev": [-10.52, -8.60],
  "homo_lumo_gap_ha": [0.3432, 0.2366],
  "lumo_energy_ev": [-1.18, -2.16]
}

=====

18.
{
  "formula": "C3H6O4",
  "method": "ωB97M-V/def2-TZVPD",
  "symbols": ["C", "C", "O", "O", "H", "O", "H", "H", "H", "H", "H", "C", "O"],
  "xyz": [[-0.185, 1.090, -0.023], [-1.218, 0.127, 0.353], [1.037, 0.164, 0.664], [-2.457, 0.681, 0.630], [2.505, 0.347, -0.766], [-1.296, -0.939, -0.584], [-0.026, -0.306, 1.076], [-1.598, -1.715, -0.097], [-2.901, 0.887, -0.209], [1.457, -1.091, -0.947], [2.686, -1.029, 0.353], [1.975, -0.446, -0.235], [0.020, 2.230, -0.216]],
  "homo_energy_ev": -8.82,
  "homo_lumo_gap_ha": 0.3365,
  "lumo_energy_ev": 0.34
}

=====

19.
{
  "formula": "C3H6O5",
  "method": "ωB97M-V/def2-TZVPD",
  "symbols": ["H", "C", "O", "H", "C", "O", "O", "H", "H", "H", "O", "C", "O", "H"],
  "xyz": [[3.993, 5.432, -2.002], [3.361, 2.653, 0.011], [1.100, 1.960, -0.257], [2.181, 1.439, 1.384], [2.301, 1.598, 0.295], [4.558, 2.523, 0.319], [2.869, 3.751, -0.503], [-0.812, 1.765, -0.750], [3.779, 6.540, -0.929], [1.920, 3.699, -0.799], [4.463, 6.149, -1.519], [0.033, 1.189, -0.325], [0.000, 0.000, 0.000], [2.661, 0.649, -0.147]],
  "homo_energy_ev": -10.93,
  "smiles": "O=COCC(=O)O.O",
  "homo_lumo_gap_ha": 0.4050,
  "lumo_energy_ev": 0.09
}

=====

no.,largest force on an atom (eV/A),E (hartree)
1,1.799,-268.29250
2,0.853,-268.31589
3,2.415,-268.32170
4,0.267,-268.24471
5,1.208,-268.23864
6,0.502,-268.28470
7,0.577,-268.23330
8,1.727,-267.98533
9,1.333,-267.95219
10,1.319,-666.52021
11,4.954,-666.48443
12,3.566,-666.41231
13,4.411,-666.37831
14,4.007,-1064.72068
15,2.695,-343.34401
16,4.680,-343.58094
17,5.325,-741.65954
18,1.220,-418.73483
19,3.801,-494.10576